Entry 1
The following is a quantum chemistry calculation of 2 unconnected molecules or ions with the total composition C3H10NOS, from the OMol25 dataset.

Output
* E_LUMO: 3.3 eV
* HOMO energy: -2.8 eV

Structure (ORCA input):
```
! wB97M-V def2-TZVPD RIJCOSX def2/J DEFGRID3
* xyz -1 1
C -2.41471 0.10002 -0.66828
S -1.89599 1.63232 -1.49112
C -0.22814 1.78527 -0.83922
H -3.50700 0.06460 -0.69949
H -2.00392 -0.77214 -1.16757
H -2.06826 0.12731 0.35885
H 0.07145 0.89307 -0.28639
H -0.16150 2.61930 -0.16348
H 0.49531 1.91951 -1.63890
N 1.50674 -1.85443 1.61400
C 1.81582 -0.66650 0.74585
O 1.39565 -0.76805 -0.50847
H 2.11184 -2.59762 1.27794
H 0.58618 -2.14984 1.28565
H 2.91745 -0.53116 0.85391
H 1.37909 0.19833 1.32672
*
```

=====

Entry 2
The following is a quantum chemistry calculation of 2 unconnected molecules or ions with the total composition C3H10NOS, from the OMol25 dataset.

Output
* E_LUMO: 3.2 eV
* HOMO energy: -2.8 eV

Structure (ORCA input):
```
! wB97M-V def2-TZVPD RIJCOSX def2/J DEFGRID3
* xyz -1 1
C 1.11205 -1.12172 -1.56765
C 1.10253 0.12719 -0.67089
S 1.20119 1.77477 -1.53088
H 0.16623 -1.53456 -1.78143
H 1.76315 -0.90756 -2.38158
H 1.63044 -1.95966 -1.01566
H 1.98453 0.11859 0.02892
H 0.22032 0.36119 -0.04450
H 2.57202 1.88929 -1.30604
N -1.89851 0.96924 1.98589
C -1.72055 -0.41773 1.17645
O -0.64296 -1.14862 1.37812
H -1.66051 1.73911 1.33448
H -1.20389 1.01187 2.72526
H -1.85822 -0.07231 0.15879
H -2.76781 -0.82908 1.51071
*
```

=====

Entry 3
The following is a quantum chemistry calculation of 2 unconnected molecules or ions with the total composition C3H10NOS, from the OMol25 dataset.

Output
* E_LUMO: 4.0 eV
* HOMO energy: -2.9 eV

Structure (ORCA input):
```
! wB97M-V def2-TZVPD RIJCOSX def2/J DEFGRID3
* xyz -1 1
C -1.19708 -2.55410 0.68057
N -0.42224 -1.30482 0.86094
C 0.64236 -1.25478 -0.12543
C 1.25409 0.08178 -0.57777
S -0.10083 0.96667 -1.48081
H -2.20517 -2.26851 1.03078
H -0.89227 -3.31166 1.44467
H -1.04867 -2.96172 -0.38755
H -0.94306 -0.39394 0.67559
H 1.43865 -1.88625 0.20579
H 0.41441 -1.86731 -1.06272
H 2.16139 -0.23835 -1.18101
H 1.63667 0.66363 0.32934
H 0.13325 2.44771 0.77825
H -0.82759 3.01966 1.84345
O 0.06312 2.85330 1.76570
*
```

=====

Entry 4
The following is a quantum chemistry calculation of 2 unconnected molecules or ions with the total composition C3H10NOS, from the OMol25 dataset.

Output
* E_LUMO: 3.3 eV
* HOMO energy: -2.7 eV

Structure (ORCA input):
```
! wB97M-V def2-TZVPD RIJCOSX def2/J DEFGRID3
* xyz -1 1
C 1.40329 0.18464 0.97017
S 2.49085 -1.04532 0.30637
C 1.38106 -1.16461 -1.25618
H 1.05287 1.02461 0.26144
H 2.08529 0.80352 1.53311
H 0.47758 -0.16501 1.66959
H 0.42849 -1.02331 -0.83545
H 1.78259 -0.30658 -1.82817
H 1.41023 -2.17570 -1.70040
N -3.07444 1.53896 -0.99860
C -2.86885 0.73290 0.24611
O -1.50220 0.46214 0.45364
H -3.84741 2.10924 -0.69012
H -2.26124 2.21902 -0.93238
H -3.23696 1.29120 1.09873
H -3.69938 -0.03929 0.12212
*
```

=====

It is entry 3 that is most stable; the runner-up trails by 5.6 kcal/mol.

=====

Entry 1
The following is a quantum chemistry calculation of 2 unconnected molecules or ions with the total composition C5H11O, from the OMol25 dataset.

Output
* E_LUMO (alpha / beta): -5.5 / -3.2 eV
* HOMO energy (alpha / beta): -12.0 / -14.6 eV

Structure (ORCA input):
```
! wB97M-V def2-TZVPD RIJCOSX def2/J DEFGRID3
* xyz 1 1
C -1.79574 -0.21867 0.48270
C -0.44367 -0.30894 -0.02948
C 0.76268 -0.94481 0.51742
C 1.06886 -0.37136 -3.30210
C -0.53358 1.55807 1.68688
O -0.95388 0.96500 0.44904
H -2.63449 -0.15277 -0.20333
H -2.05119 -0.57249 1.47982
H 0.81663 -1.96336 0.13909
H 0.77384 -0.98779 1.61544
H 1.65511 -0.40895 0.19316
H 0.30387 -0.96817 -3.76021
H 0.97696 0.69592 -3.28426
H 1.95619 -0.84158 -2.92849
H 0.39914 2.09114 1.49786
H -1.30594 2.27160 1.97981
H -0.38721 0.82055 2.47645
*
```

=====

Entry 2
The following is a quantum chemistry calculation of a gas-phase ion, C5H11O (charge +1), from the OMol25 dataset.

Output
* E_LUMO: -5.5 eV
* HOMO energy: -16.3 eV

Structure (ORCA input):
```
! wB97M-V def2-TZVPD RIJCOSX def2/J DEFGRID3
* xyz 1 1
C 1.53520 0.91654 -1.34282
C -0.39102 -1.66858 0.14856
C -1.46798 0.53051 -0.33985
C 0.57037 0.46159 1.26146
C -0.16771 -0.21523 0.09906
O 0.69339 0.01762 -1.28955
H 1.84256 1.03148 -2.34864
H 1.88361 1.47759 -0.41354
H -1.34100 -1.91910 0.76877
H -0.52044 -2.22480 -0.82808
H 0.36007 -2.08984 0.86690
H -1.86460 0.01507 -1.19749
H -1.27379 1.53714 -0.62897
H -2.10879 0.26950 0.41561
H 0.24662 0.00988 2.31231
H 0.39377 1.57796 1.35196
H 1.60974 0.27267 1.16431
*
```

=====

It is entry 2 that is most stable; the runner-up trails by 97.9 kcal/mol.

=====

Entry 1
The following is a quantum chemistry calculation of a gas-phase ion, C2H6N3O2 (charge -1), from the OMol25 dataset.

Output
* E_LUMO: 4.2 eV
* SMILES string: CNCN=[N+]([O-])[O-]
* HOMO energy: -3.9 eV

Structure (ORCA input):
```
! wB97M-V def2-TZVPD RIJCOSX def2/J DEFGRID3
* xyz -1 1
C -1.50708 0.80015 -0.59934
N -0.60786 -0.19818 -1.28288
C 0.71608 -0.21152 -0.63504
N 0.62062 -0.86224 0.65705
N 1.32135 -0.47723 1.63886
O 2.06963 0.51878 1.60784
O 1.16570 -1.13262 2.66134
H -2.53855 0.29045 -0.80873
H -1.37903 0.85449 0.52819
H -1.41627 1.72656 -1.11571
H -0.97597 -1.08509 -0.91076
H 1.15782 0.76137 -0.54458
H 1.37356 -0.98492 -1.19622
*
```

=====

Entry 2
The following is a quantum chemistry calculation of a molecular structure, C2H6N3O2, from the OMol25 dataset.

Output
* E_LUMO: 4.2 eV
* HOMO energy: -3.9 eV

Structure (ORCA input):
```
! wB97M-V def2-TZVPD RIJCOSX def2/J DEFGRID3
* xyz -1 1
C 0.63860 -1.10544 0.31789
C 1.26237 1.09685 -0.39513
N -1.24409 0.77739 0.03650
N 0.34562 0.00738 -0.53440
N -2.21768 -0.01493 0.03098
O -3.28006 0.52106 0.44268
O -2.20331 -1.20832 -0.31641
H 1.50945 -1.62344 -0.10457
H 0.86603 -0.82506 1.36071
H -0.21387 -1.78174 0.29469
H 2.17207 0.85709 -0.96324
H 0.81157 1.99211 -0.81855
H 1.55330 1.30704 0.64885
*
```

=====

It is entry 1 that is most stable; the runner-up trails by 33.4 kcal/mol.

=====

Entry 1
The following is a quantum chemistry calculation of 2 unconnected molecules or ions with the total composition C2H6N3O2, from the OMol25 dataset.

Output
* E_LUMO: 3.8 eV
* HOMO energy: -2.7 eV

Structure (ORCA input):
```
! wB97M-V def2-TZVPD RIJCOSX def2/J DEFGRID3
* xyz -1 1
C -0.01118 -0.12868 -1.39079
C 0.22489 -0.20599 1.09255
N -1.09681 -1.81100 -0.03100
N -0.33888 -0.88337 -0.15329
N -3.10157 0.15639 0.09588
O -2.49747 0.96360 0.85993
O -4.31059 -0.06757 0.23108
H -0.65141 0.72900 -1.53836
H 1.03696 0.27497 -1.39958
H -0.09453 -0.87107 -2.21051
H -0.37452 -0.43369 1.92254
H 1.19870 -0.55437 1.23268
H 0.20466 0.80216 0.87296
*
```

=====

Entry 2
The following is a quantum chemistry calculation of 2 unconnected molecules or ions with the total composition C2H6N3O2, from the OMol25 dataset.

Output
* E_LUMO: 4.2 eV
* HOMO energy: -2.3 eV

Structure (ORCA input):
```
! wB97M-V def2-TZVPD RIJCOSX def2/J DEFGRID3
* xyz -1 1
C 1.59085 0.07979 0.12014
C 0.55315 0.87943 -0.35975
N -1.11359 -1.56408 0.11234
N -2.69663 0.10294 -0.06726
N -1.64788 -0.48033 -0.48363
O 2.65185 0.76046 0.78823
O 1.70727 -1.12476 0.08825
H 0.16679 0.44469 -1.27073
H 0.44739 1.91903 -0.04295
H -1.15560 -1.78390 1.17232
H -0.12624 -1.62154 -0.03148
H 2.44107 1.70426 0.85680
H -2.81844 0.68401 -0.88228
*
```

=====

It is entry 2 that is most stable; the runner-up trails by 47.7 kcal/mol.

=====

Entry 1
The following is a quantum chemistry calculation of 2 unconnected molecules or ions with the total composition C4H12NO, from the OMol25 dataset.

Output
* E_LUMO: -3.2 eV
* HOMO energy: -14.6 eV

Structure (ORCA input):
```
! wB97M-V def2-TZVPD RIJCOSX def2/J DEFGRID3
* xyz 1 1
C 1.55875 -2.40829 -1.02384
C 0.90386 -1.33886 -0.21940
C -0.35191 -1.40565 0.17261
N -0.94426 -0.32965 0.98996
H 0.86070 -3.20109 -1.29520
H 1.97514 -1.98962 -1.94044
H 2.39136 -2.84133 -0.46569
H 1.50973 -0.48004 0.06052
H -1.02272 -2.22410 -0.03748
H -0.42220 0.58365 0.86024
H -1.91785 -0.16518 0.72675
H -0.94104 -0.56325 1.98722
C -0.94732 2.88023 0.03558
O 0.19107 2.12815 0.51183
H -1.36258 2.43910 -0.86834
H -1.68587 2.86458 0.82887
H -0.66760 3.91119 -0.15352
H 0.87276 2.14017 -0.16965
*
```

=====

Entry 2
The following is a quantum chemistry calculation of 2 unconnected molecules or ions with the total composition C4H12NO, from the OMol25 dataset.

Output
* E_LUMO: -9.6 eV
* HOMO energy: -15.5 eV

Structure (ORCA input):
```
! wB97M-V def2-TZVPD RIJCOSX def2/J DEFGRID3
* xyz 1 1
C 0.07079 0.21783 -1.11236
C -1.26245 0.73250 -0.59022
C -1.39378 0.42201 0.91863
C -0.10095 0.45214 1.73997
O 0.71748 -0.58476 1.56762
N 0.24922 -1.16810 -0.63362
H 0.06043 0.07048 -2.19213
H 3.06798 -0.94350 -1.70740
H -1.43293 1.79758 -0.74688
H -2.12150 0.21627 -1.01909
H -1.62582 -0.66392 1.00071
H -2.19575 0.98900 1.38485
H 0.39934 1.41420 1.44869
H -0.35135 0.47070 2.82984
H 0.90750 0.83146 -0.75764
H 0.88511 -1.78497 -1.13326
H 0.54600 -1.15016 0.38228
H 3.58069 -1.31877 -1.38000
*
```

=====

It is entry 1 that is most stable; the runner-up trails by 156.2 kcal/mol.